[1]
Density functional theory data (ωB97M-V/def2-TZVPD) for a cluster of 3 separate species, C20H21FN2O5S in total.

Bonds (Å) are listed after each position.
Atoms and positions in Å:
1 S 3.2412 1.2058 -0.8271  F2 1.746, O3 1.547, O7 1.574, C18 1.876
2 F 2.7088 2.8022 -0.3634  S1 1.746
3 O 4.5018 0.7346 -0.0642  S1 1.547
4 O 1.3036 0.2540 2.0601  C20 1.346
5 O -2.2388 0.8007 -2.7276  C15 1.473, C25 1.474
6 O -0.0047 -3.1708 -1.5360  C12 1.345
7 O 3.4549 1.2902 -2.3841  S1 1.574
8 N -3.6696 2.1591 3.3160  C17 1.351, C24 1.351
9 N 3.9487 -4.9500 1.1666  C23 1.351, C29 1.351
10 C -1.1695 -0.9745 -0.5872  C11 1.518, C12 1.673, C13 1.641
11 C -0.8279 0.0401 0.4896  C10 1.518, C20 1.673, H40 1.170
12 C 0.0655 -1.8486 -1.3012  O6 1.345, C10 1.673, C26 1.673
13 C -2.7518 -1.1070 -0.9998  C10 1.641, C15 1.669, H30 1.170, H41 1.171
14 C -1.7189 3.8789 4.3461  C22 1.391, C28 1.391, H44 1.086
15 C -3.1718 0.3603 -1.6764  O5 1.473, C13 1.669, H36 1.175, H47 1.184
16 C 5.8537 -3.4706 1.0685  C19 1.391, C23 1.386, H48 1.084
17 C -3.0309 1.8938 4.4766  N8 1.351, C22 1.386, H37 1.086
18 C 1.7723 0.0721 -0.5536  S1 1.876, C20 1.673, C26 1.518
19 C 5.0483 -2.4452 0.5837  C16 1.391, C21 1.391, H35 1.086
20 C 0.8097 0.1525 0.8122  O4 1.346, C11 1.673, C18 1.673
21 C 3.6907 -2.6783 0.3917  C19 1.391, C29 1.386, H49 1.084
22 C -2.0602 2.7153 5.0273  C14 1.391, C17 1.386, H38 1.084
23 C 5.2634 -4.6942 1.3410  N9 1.351, C16 1.386, H31 1.086
24 C -3.3183 3.2968 2.6783  N8 1.351, C28 1.386, H43 1.086
25 C -2.6375 0.3210 -4.0629  O5 1.474, C27 1.647, H32 1.176, H34 1.187
26 C 1.4274 -0.9364 -1.6350  C12 1.673, C18 1.518, H39 1.170
27 C -2.5416 1.4547 -5.2543  C25 1.647, H33 1.177, H42 1.190, H46 1.177
28 C -2.3578 4.1785 3.1472  C14 1.391, C24 1.386, H50 1.084
29 C 3.1916 -3.9346 0.6964  N9 1.351, C21 1.386, H45 1.086
30 H -3.4034 -1.3033 -0.0475  C13 1.170
31 H 5.8505 -5.5272 1.7177  C23 1.086
32 H -3.7272 -0.1203 -4.1023  C25 1.176
33 H -1.7453 1.1232 -6.0554  C27 1.177
34 H -1.8827 -0.5482 -4.3534  C25 1.187
35 H 5.4755 -1.4726 0.3572  C19 1.086
36 H -4.2884 0.3142 -2.0410  C15 1.175
37 H -3.3297 0.9729 4.9688  C17 1.086
38 H -1.5817 2.4539 5.9643  C22 1.084
39 H 2.0322 -1.0338 -2.6317  C26 1.170
40 H -1.6211 0.7009 1.0410  C11 1.170
41 H -2.8557 -1.9161 -1.8393  C13 1.171
42 H -3.5632 1.5754 -5.8527  C27 1.190
43 H -3.8476 3.4883 1.7491  C24 1.086
44 H -0.9616 4.5468 4.7460  C14 1.086
45 H 2.1381 -4.1649 0.5667  C29 1.086
46 H -2.2120 2.5148 -4.8644  C27 1.177
47 H -3.0964 1.1396 -0.7876  C15 1.184
48 H 6.9152 -3.3207 1.2295  C16 1.084
49 H 3.0366 -1.9005 0.0144  C21 1.084
50 H -2.1140 5.0772 2.5921  C28 1.084

As for the SMILES: CCOCCC1=CC(=O)C(S(=O)(=O)F)=CC1=O.c1ccncc1.c1ccncc1. The calculation puts the total energy at -47839.193 eV. As for the HOMO-LUMO gap: 6.99 eV.

[2]
Density functional theory data (ωB97M-V/def2-TZVPD) for a cluster of 2 separate species, C4H16OSi3 in total.

Bonds (Å) are listed after each position.
Atoms and positions in Å:
1 Si 1.5970 -1.1429 -1.6024  Si2 2.300, Si3 2.274, H13 1.400, H15 1.563
2 Si 2.2216 -2.4266 0.2011  Si1 2.300, H10 1.666, H12 1.384, H20 1.451
3 Si 0.5314 0.7401 -0.9023  Si1 2.274, O4 1.609, C6 1.907
4 O 1.3399 1.3325 0.3569  Si3 1.609, C7 1.420
5 C -2.4564 -0.2795 1.0790  C8 1.530, H18 1.054, H21 1.116, H24 1.034
6 C -1.3733 0.6488 -0.9369  Si3 1.907, C8 1.558, H9 1.070, H16 1.057
7 C 1.2059 2.3359 1.3525  O4 1.420, H19 1.091, H22 1.100, H23 1.132
8 C -2.1023 -0.6068 -0.3726  C5 1.530, C6 1.558, H14 1.079, H17 1.102
9 H -1.7580 1.4707 -0.3693  C6 1.070
10 H 1.1188 -2.3346 1.4469  Si2 1.666
11 H 0.3416 2.7295 -1.9479  no bonds
12 H 2.5305 -3.7754 0.2018  Si2 1.384
13 H 2.7135 -1.1785 -2.4463  Si1 1.400
14 H -1.4089 -1.4329 -0.4030  C8 1.079
15 H 0.5084 -1.7948 -2.5145  Si1 1.563
16 H -1.6011 0.9701 -1.9174  C6 1.057
17 H -2.9058 -0.9541 -1.0421  C8 1.102
18 H -1.7348 0.4137 1.4097  C5 1.054
19 H 2.0051 2.1079 2.0589  C7 1.091
20 H 3.4519 -1.8768 0.7392  Si2 1.451
21 H -2.5810 -1.1193 1.8031  C5 1.116
22 H 0.1803 2.4704 1.7262  C7 1.100
23 H 1.4694 3.3749 0.9879  C7 1.132
24 H -3.2937 0.3278 1.0914  C5 1.034

The calculation puts the total energy at -30084.123 eV. As for the HOMO-LUMO gap: 8.43 eV.

[3]
Density functional theory data (ωB97M-V/def2-TZVPD) for the ion C7H8N5O2 with charge +1.

Bonds (Å) are listed after each position.
Atoms and positions in Å:
1 O -0.3161 -1.7569 -0.0155  N5 1.343, C11 1.318
2 O -0.0078 0.4465 1.6067  N3 1.236
3 N 0.9228 0.0755 0.8828  O2 1.236, C9 1.363, C11 1.409
4 N -3.4621 -0.6717 0.2612  N6 1.228, C14 1.351
5 N -1.5236 -1.1763 0.0725  O1 1.343, N6 1.286, N7 1.350
6 N -2.6713 -1.5845 0.4851  N4 1.228, N5 1.286
7 N -1.5519 0.0774 -0.4283  N5 1.350, C14 1.307
8 C -3.5476 1.6613 -0.2667  C14 1.466, H15 1.097, H18 1.128, H22 1.162
9 C 2.0953 0.7688 0.8493  N3 1.363, C10 1.494, H16 1.099
10 C 3.2501 0.2308 0.0683  C9 1.494, C13 1.425, H17 1.213, H19 1.185
11 C 0.7809 -1.0277 0.0178  O1 1.318, N3 1.409, C12 1.378
12 C 1.7998 -1.4721 -0.7971  C11 1.378, C13 1.377, H20 1.121
13 C 3.0761 -0.9693 -0.6792  C10 1.425, C12 1.377, H21 1.082
14 C -2.8034 0.3992 -0.2347  N4 1.351, N7 1.307, C8 1.466
15 H -4.0056 1.6656 0.7306  C8 1.097
16 H 2.0794 1.6392 1.5194  C9 1.099
17 H 3.5567 1.0425 -0.7797  C10 1.213
18 H -2.9069 2.5762 -0.4235  C8 1.128
19 H 4.1404 0.1565 0.8469  C10 1.185
20 H 1.6259 -2.3058 -1.5255  C12 1.121
21 H 3.9180 -1.4179 -1.1905  C13 1.082
22 H -4.4492 1.6425 -0.9998  C8 1.162

The calculation puts the total energy at -18918.817 eV. As for the HOMO-LUMO gap (spin up / spin down): 6.76 / 6.76 eV. Its net charge is +1.

[4]
Density functional theory data (ωB97M-V/def2-TZVPD) for the molecule C8H10N2O.

Bonds (Å) are listed after each position.
Atoms and positions in Å:
1 O -2.6362 1.8647 -1.6987  C10 1.239
2 N 3.3333 -0.2188 -0.1543  C5 1.365, H15 0.998, H17 1.002
3 N -1.3882 0.0583 -1.0057  C10 1.387, C11 1.473, H21 1.013
4 C 0.5910 -1.7112 1.6270  C6 1.411, C9 1.351, H16 1.059
5 C 2.0861 -0.6481 0.1956  N2 1.365, C8 1.393, C9 1.336
6 C -0.5181 -1.3508 0.8332  C4 1.411, C11 1.390, H18 1.023
7 C -1.9521 1.9565 0.5367  C10 1.505, H12 1.098, H14 1.093, H20 1.167
8 C 1.0372 -0.1896 -0.5977  C5 1.393, C11 1.386, H13 1.051
9 C 1.8211 -1.2130 1.3767  C4 1.351, C5 1.336, H19 1.131
10 C -1.9583 1.3092 -0.8224  O1 1.239, N3 1.387, C7 1.505
11 C -0.2631 -0.5209 -0.2517  N3 1.473, C6 1.390, C8 1.386
12 H -1.3522 1.4540 1.3073  C7 1.098
13 H 1.2144 0.5285 -1.3448  C8 1.051
14 H -1.6413 3.0042 0.5148  C7 1.093
15 H 4.0400 -0.7608 0.2954  N2 0.998
16 H 0.3040 -2.2691 2.4801  C4 1.059
17 H 3.3754 -0.1723 -1.1540  N2 1.002
18 H -1.4881 -1.5586 1.0833  C6 1.023
19 H 2.4831 -1.4287 2.2685  C9 1.131
20 H -3.0631 1.8059 0.8605  C7 1.167
21 H -1.4611 -0.1893 -1.9858  N3 1.013

As for the SMILES: CC(=O)Nc1cccc(N)c1. The calculation puts the total energy at -13485.588 eV. As for the HOMO-LUMO gap: 9.33 eV.

Please write out number 2 again, unchanged.
Density functional theory data (ωB97M-V/def2-TZVPD) for a cluster of 2 separate species, C4H16OSi3 in total.

Bonds (Å) are listed after each position.
Atoms and positions in Å:
1 Si 1.5970 -1.1429 -1.6024  Si2 2.300, Si3 2.274, H13 1.400, H15 1.563
2 Si 2.2216 -2.4266 0.2011  Si1 2.300, H10 1.666, H12 1.384, H20 1.451
3 Si 0.5314 0.7401 -0.9023  Si1 2.274, O4 1.609, C6 1.907
4 O 1.3399 1.3325 0.3569  Si3 1.609, C7 1.420
5 C -2.4564 -0.2795 1.0790  C8 1.530, H18 1.054, H21 1.116, H24 1.034
6 C -1.3733 0.6488 -0.9369  Si3 1.907, C8 1.558, H9 1.070, H16 1.057
7 C 1.2059 2.3359 1.3525  O4 1.420, H19 1.091, H22 1.100, H23 1.132
8 C -2.1023 -0.6068 -0.3726  C5 1.530, C6 1.558, H14 1.079, H17 1.102
9 H -1.7580 1.4707 -0.3693  C6 1.070
10 H 1.1188 -2.3346 1.4469  Si2 1.666
11 H 0.3416 2.7295 -1.9479  no bonds
12 H 2.5305 -3.7754 0.2018  Si2 1.384
13 H 2.7135 -1.1785 -2.4463  Si1 1.400
14 H -1.4089 -1.4329 -0.4030  C8 1.079
15 H 0.5084 -1.7948 -2.5145  Si1 1.563
16 H -1.6011 0.9701 -1.9174  C6 1.057
17 H -2.9058 -0.9541 -1.0421  C8 1.102
18 H -1.7348 0.4137 1.4097  C5 1.054
19 H 2.0051 2.1079 2.0589  C7 1.091
20 H 3.4519 -1.8768 0.7392  Si2 1.451
21 H -2.5810 -1.1193 1.8031  C5 1.116
22 H 0.1803 2.4704 1.7262  C7 1.100
23 H 1.4694 3.3749 0.9879  C7 1.132
24 H -3.2937 0.3278 1.0914  C5 1.034

The calculation puts the total energy at -30084.123 eV. As for the HOMO-LUMO gap: 8.43 eV.